--- one ---
# C2H4N3O

A gas-phase ion, C2H4N3O (charge +1) (ωB97M-V/def2-TZVPD, OMol25).

The geometry in XYZ format:
```
10
Properties=species:S:1:pos:R:3
C -1.07 -1.33 -0.05
N -0.01 0.38 0.13
H 1.80 -0.24 -0.63
O -2.13 0.63 0.06
H -0.66 -2.27 0.04
N -2.12 -0.71 -0.07
H 1.75 1.47 -0.41
H 1.98 0.33 0.90
N -0.92 1.20 0.07
C 1.38 0.55 -0.05
```

HOMO energy: -17.23 eV
Total charge: +1
Frontier orbital gap: 11.291 eV
SMILES: C#[N+]O/N=N/C

=====

--- two ---
# C2H4N3O

2 unconnected molecules or ions with the total composition C2H4N3O (ωB97M-V/def2-TZVPD, OMol25).

The geometry in XYZ format:
```
10
Properties=species:S:1:pos:R:3
H 0.41 -1.07 2.82
N -0.38 1.17 -1.81
C 0.40 -0.40 2.00
H -0.01 -1.88 -1.16
N -0.24 0.16 -1.28
H -1.03 1.97 -1.55
H 1.15 -1.00 -0.37
N -0.06 0.59 1.56
O -0.54 1.39 0.77
C 0.29 -0.93 -0.97
```

HOMO energy: -14.92 eV
Total charge: +1
Frontier orbital gap: 8.948 eV

=====

The structure shown above that is least stable: two.